Record 1
Molecular formula: C6H16O
Method: DFT, ωB97M-V/def2-TZVPD

Kohn-Sham gap in eV: 11.31
HOMO level in hartree: -0.3794
ΔE to the lowest compared entry with this formula, charge and spin in eV: 1.350
Lowest unoccupied orbital energy in hartree: 0.036
DFT total energy in eV: -8527.884

Last columns: bonded neighbours and bond lengths (Å).
Atoms and positions in Å:
1 O -0.669 2.785 1.996  H11 0.962, H21 0.964
2 C -2.382 -0.159 -0.159  C5 1.524, H15 1.091, H20 1.100, H23 1.086
3 C 0.240 -0.528 -0.912  C4 1.478, C5 1.595, C6 1.629, H14 1.091
4 C 1.162 -1.618 -1.294  C3 1.478, H9 1.089, H10 1.108, H13 1.098
5 C -1.174 -1.057 -0.397  C2 1.524, C3 1.595, H8 1.089, H16 1.102
6 C 0.795 0.181 0.445  C3 1.629, C7 1.511, H17 1.094, H18 1.108
7 C 2.067 0.994 0.520  C6 1.511, H12 1.095, H19 1.091, H22 1.089
8 H -0.920 -1.698 0.447  C5 1.089
9 H 2.030 -1.429 -1.925  C4 1.089
10 H 1.451 -2.110 -0.344  C4 1.108
11 H -1.356 2.689 1.328  O1 0.962
12 H 2.882 0.269 0.432  C7 1.095
13 H 0.670 -2.449 -1.816  C4 1.098
14 H -0.053 0.378 -1.446  C3 1.091
15 H -2.305 0.224 0.860  C2 1.091
16 H -1.354 -1.776 -1.213  C5 1.102
17 H -0.090 0.806 0.592  C6 1.094
18 H 0.644 -0.636 1.178  C6 1.108
19 H 2.108 1.568 -0.408  C7 1.091
20 H -3.272 -0.805 -0.188  C2 1.100
21 H -0.041 2.083 1.791  O1 0.964
22 H 2.082 1.644 1.393  C7 1.089
23 H -2.513 0.645 -0.879  C2 1.086

Need the Löwdin charges? In units of e they are: atom 1 (O): -0.056, atom 2 (C): -0.097, atom 3 (C): -0.359, atom 4 (C): -0.092, atom 5 (C): -0.249, atom 6 (C): -0.264, atom 7 (C): -0.089, atom 8 (H): 0.103, atom 9 (H): 0.081, atom 10 (H): 0.095, atom 11 (H): 0.029, atom 12 (H): 0.075, atom 13 (H): 0.074, atom 14 (H): 0.130, atom 15 (H): 0.064, atom 16 (H): 0.099, atom 17 (H): 0.051, atom 18 (H): 0.113, atom 19 (H): 0.081, atom 20 (H): 0.077, atom 21 (H): -0.012, atom 22 (H): 0.071, atom 23 (H): 0.074

Record 2
Molecular formula: C6H16O
Method: DFT, ωB97M-V/def2-TZVPD

Kohn-Sham gap in eV: 11.65
HOMO level in hartree: -0.3954
ΔE to the lowest compared entry with this formula, charge and spin in eV: 0.439
Lowest unoccupied orbital energy in hartree: 0.033
DFT total energy in eV: -8528.794

Last columns: bonded neighbours and bond lengths (Å).
Atoms and positions in Å:
1 O -2.682 1.287 -1.710  H14 0.968, H20 0.970
2 C -0.095 -1.981 1.594  C3 1.529, H8 1.095, H9 1.095, H13 1.082
3 C 0.156 -1.093 0.374  C2 1.529, C4 1.550, C7 1.546, H12 1.091
4 C 0.079 0.398 0.790  C3 1.550, C6 1.538, H19 1.091, H22 1.093
5 C 2.193 1.472 -0.233  C6 1.530, H11 1.086, H16 1.083, H21 1.091
6 C 0.671 1.326 -0.284  C4 1.538, C5 1.530, H17 1.095, H18 1.085
7 C -0.945 -1.350 -0.680  C3 1.546, H10 1.093, H15 1.088, H23 1.092
8 H -0.815 -1.483 2.253  C2 1.095
9 H 0.764 -2.109 2.261  C2 1.095
10 H -1.503 -0.438 -0.905  C7 1.093
11 H 2.552 2.124 -1.024  C5 1.086
12 H 1.148 -1.221 -0.061  C3 1.091
13 H -0.455 -2.949 1.274  C2 1.082
14 H -2.178 1.520 -0.917  O1 0.968
15 H -0.589 -1.772 -1.617  C7 1.088
16 H 2.421 1.867 0.749  C5 1.083
17 H 0.406 0.921 -1.266  C6 1.095
18 H 0.229 2.310 -0.167  C6 1.085
19 H -0.969 0.684 0.885  C4 1.091
20 H -2.035 1.429 -2.417  O1 0.970
21 H 2.735 0.530 -0.326  C5 1.091
22 H 0.663 0.497 1.709  C4 1.093
23 H -1.753 -1.969 -0.283  C7 1.092

Need the Löwdin charges? In units of e they are: atom 1 (O): -0.064, atom 2 (C): -0.087, atom 3 (C): -0.409, atom 4 (C): -0.205, atom 5 (C): -0.107, atom 6 (C): -0.275, atom 7 (C): -0.071, atom 8 (H): 0.081, atom 9 (H): 0.075, atom 10 (H): 0.032, atom 11 (H): 0.068, atom 12 (H): 0.122, atom 13 (H): 0.068, atom 14 (H): 0.016, atom 15 (H): 0.078, atom 16 (H): 0.068, atom 17 (H): 0.099, atom 18 (H): 0.100, atom 19 (H): 0.104, atom 20 (H): 0.048, atom 21 (H): 0.069, atom 22 (H): 0.113, atom 23 (H): 0.077

Record 3
Molecular formula: C6H16O
Method: DFT, ωB97M-V/def2-TZVPD

Kohn-Sham gap in eV: 11.36
HOMO level in hartree: -0.3819
ΔE to the lowest compared entry with this formula, charge and spin in eV: 0.710
Lowest unoccupied orbital energy in hartree: 0.036
DFT total energy in eV: -8528.524

Last columns: bonded neighbours and bond lengths (Å).
Atoms and positions in Å:
1 O -1.232 -2.813 -0.983  C4 1.445, H22 0.960
2 C 1.499 2.888 -0.754  C3 1.545, H15 1.089, H16 1.093, H21 1.084
3 C 0.736 1.809 0.047  C2 1.545, C6 1.521, C7 1.528, H23 1.091
4 C -1.912 -2.699 0.288  O1 1.445, C5 1.515, H10 1.081, H12 1.086
5 C -0.992 -2.162 1.365  C4 1.515, H9 1.085, H14 1.087, H18 1.090
6 C -0.509 1.401 -0.726  C3 1.521, H17 1.100, H19 1.088, H20 1.091
7 C 1.634 0.585 0.217  C3 1.528, H8 1.085, H11 1.087, H13 1.090
8 H 2.513 0.804 0.816  C7 1.085
9 H -0.191 -1.568 0.934  C5 1.085
10 H -2.694 -1.983 0.079  C4 1.081
11 H 1.109 -0.248 0.677  C7 1.087
12 H -2.327 -3.679 0.500  C4 1.086
13 H 1.953 0.285 -0.781  C7 1.090
14 H -1.536 -1.638 2.147  C5 1.087
15 H 2.575 2.743 -0.665  C2 1.089
16 H 1.305 3.911 -0.421  C2 1.093
17 H -1.131 2.267 -0.997  C6 1.100
18 H -0.395 -2.960 1.806  C5 1.090
19 H -0.273 0.845 -1.631  C6 1.088
20 H -1.186 0.749 -0.171  C6 1.091
21 H 1.250 2.829 -1.807  C2 1.084
22 H -0.639 -3.567 -0.963  O1 0.960
23 H 0.443 2.199 1.023  C3 1.091

Need the Löwdin charges? In units of e they are: atom 1 (O): -0.097, atom 2 (C): -0.086, atom 3 (C): -0.471, atom 4 (C): -0.294, atom 5 (C): -0.085, atom 6 (C): -0.102, atom 7 (C): -0.089, atom 8 (H): 0.074, atom 9 (H): 0.034, atom 10 (H): 0.103, atom 11 (H): 0.040, atom 12 (H): 0.106, atom 13 (H): 0.086, atom 14 (H): 0.077, atom 15 (H): 0.066, atom 16 (H): 0.072, atom 17 (H): 0.080, atom 18 (H): 0.072, atom 19 (H): 0.081, atom 20 (H): 0.064, atom 21 (H): 0.070, atom 22 (H): 0.074, atom 23 (H): 0.124

Record 4
Molecular formula: C6H16O2
Method: DFT, ωB97M-V/def2-TZVPD

Kohn-Sham gap in eV: 10.64
HOMO level in hartree: -0.3532
ΔE to the lowest compared entry with this formula, charge and spin in eV: 1.711
Lowest unoccupied orbital energy in hartree: 0.038
DFT total energy in eV: -10574.830

Last columns: bonded neighbours and bond lengths (Å).
Atoms and positions in Å:
1 O -1.129 0.879 -0.098  C3 1.438, C8 1.434
2 O -4.837 5.456 -0.256  C4 1.421, C7 1.388
3 C -0.871 1.993 -0.969  O1 1.438, C6 1.566, H20 1.107, H24 1.107
4 C -5.265 4.140 -0.581  O2 1.421, H19 1.103, H22 1.103, H23 1.103
5 C -5.114 7.793 -0.676  C7 1.489, H11 1.103, H14 1.103, H18 1.103
6 C -1.990 3.018 -0.583  C3 1.566, H9 1.103, H12 1.103, H17 1.103
7 C -4.984 6.421 -1.241  O2 1.388, C5 1.489, H13 1.107, H15 1.107
8 C 0.000 0.000 0.000  O1 1.434, H10 1.103, H16 1.103, H21 1.103
9 H -1.764 3.502 0.382  C6 1.103
10 H 0.139 -0.438 -1.003  C8 1.103
11 H -5.849 7.723 0.144  C5 1.103
12 H -2.983 2.542 -0.514  C6 1.103
13 H -4.129 6.232 -1.918  C7 1.107
14 H -5.461 8.553 -1.396  C5 1.103
15 H -5.908 6.133 -1.778  C7 1.107
16 H -0.247 -0.810 0.706  C8 1.103
17 H -2.026 3.794 -1.366  C6 1.103
18 H -4.149 8.122 -0.255  C5 1.103
19 H -4.882 3.499 0.232  C4 1.103
20 H -1.006 1.715 -2.033  C3 1.107
21 H 0.949 0.464 0.316  C8 1.103
22 H -6.363 4.046 -0.616  C4 1.103
23 H -4.850 3.780 -1.537  C4 1.103
24 H 0.155 2.389 -0.853  C3 1.107

Need the Löwdin charges? In units of e they are: atom 1 (O): -0.221, atom 2 (O): -0.216, atom 3 (C): -0.269, atom 4 (C): -0.120, atom 5 (C): -0.079, atom 6 (C): -0.078, atom 7 (C): -0.342, atom 8 (C): -0.117, atom 9 (H): 0.081, atom 10 (H): 0.084, atom 11 (H): 0.086, atom 12 (H): 0.057, atom 13 (H): 0.124, atom 14 (H): 0.081, atom 15 (H): 0.117, atom 16 (H): 0.087, atom 17 (H): 0.072, atom 18 (H): 0.081, atom 19 (H): 0.086, atom 20 (H): 0.113, atom 21 (H): 0.084, atom 22 (H): 0.089, atom 23 (H): 0.085, atom 24 (H): 0.114

Record 5
Molecular formula: C6H16O2
Method: DFT, ωB97M-V/def2-TZVPD

Kohn-Sham gap in eV: 10.94
HOMO level in hartree: -0.3743
ΔE to the lowest compared entry with this formula, charge and spin in eV: 0.801
Lowest unoccupied orbital energy in hartree: 0.028
DFT total energy in eV: -10575.740

Last columns: bonded neighbours and bond lengths (Å).
Atoms and positions in Å:
1 O -1.664 -3.267 1.238  C7 1.356, H15 0.980
2 O -1.310 3.849 -1.016  C8 1.423, H22 0.980
3 C 0.213 2.079 -1.851  C8 1.525, H19 1.103, H21 1.103, H23 1.103
4 C 0.061 -2.258 2.154  C7 1.528, H9 1.103, H14 1.103, H18 1.103
5 C 1.000 3.981 -0.507  C8 1.471, H12 1.103, H20 1.103, H24 1.103
6 C 0.273 -3.460 -0.157  C7 1.530, H10 1.103, H16 1.103, H17 1.103
7 C -0.319 -3.434 1.254  O1 1.356, C4 1.528, C6 1.530, H11 1.109
8 C -0.139 3.084 -0.759  O2 1.423, C3 1.525, C5 1.471, H13 1.109
9 H -0.163 -1.263 1.733  C4 1.103
10 H 0.219 -4.477 -0.581  C6 1.103
11 H -0.080 -4.336 1.853  C7 1.109
12 H 1.125 4.579 -1.426  C5 1.103
13 H -0.327 2.598 0.221  C8 1.109
14 H 1.144 -2.322 2.350  C4 1.103
15 H -2.114 -4.039 0.834  O1 0.980
16 H 1.332 -3.156 -0.107  C6 1.103
17 H -0.260 -2.769 -0.832  C6 1.103
18 H -0.477 -2.364 3.111  C4 1.103
19 H -0.578 1.323 -1.992  C3 1.103
20 H 1.981 3.561 -0.226  C5 1.103
21 H 0.311 2.664 -2.780  C3 1.103
22 H -2.053 3.225 -1.155  O2 0.980
23 H 1.167 1.558 -1.661  C3 1.103
24 H 0.657 4.646 0.302  C5 1.103

Need the Löwdin charges? In units of e they are: atom 1 (O): -0.063, atom 2 (O): -0.051, atom 3 (C): -0.062, atom 4 (C): -0.066, atom 5 (C): -0.086, atom 6 (C): -0.049, atom 7 (C): -0.560, atom 8 (C): -0.560, atom 9 (H): 0.084, atom 10 (H): 0.076, atom 11 (H): 0.139, atom 12 (H): 0.091, atom 13 (H): 0.136, atom 14 (H): 0.078, atom 15 (H): 0.116, atom 16 (H): 0.078, atom 17 (H): 0.084, atom 18 (H): 0.084, atom 19 (H): 0.075, atom 20 (H): 0.093, atom 21 (H): 0.087, atom 22 (H): 0.104, atom 23 (H): 0.083, atom 24 (H): 0.089

Record 6
Molecular formula: C6H16O2
Method: DFT, ωB97M-V/def2-TZVPD

Kohn-Sham gap in eV: 11.02
HOMO level in hartree: -0.3794
ΔE to the lowest compared entry with this formula, charge and spin in eV: 1.164
Lowest unoccupied orbital energy in hartree: 0.025
DFT total energy in eV: -10575.378

Last columns: bonded neighbours and bond lengths (Å).
Atoms and positions in Å:
1 O 0.305 -1.298 -1.494  C7 1.447, H24 0.964
2 O -2.506 -1.363 -0.159  H15 0.968, H18 0.970
3 C -0.537 1.900 0.791  C5 1.588, H12 1.089, H20 1.108, H23 1.080
4 C 1.353 0.255 0.564  C5 1.518, C8 1.571, H13 1.089, H17 1.102
5 C -0.107 0.381 0.960  C3 1.588, C4 1.518, C6 1.520, H16 1.120
6 C -0.270 -0.303 2.307  C5 1.520, H14 1.093, H21 1.088, H22 1.096
7 C 0.578 0.062 -1.903  O1 1.447, C8 1.534, H11 1.089, H19 1.101
8 C 1.669 0.558 -0.945  C4 1.571, C7 1.534, H9 1.087, H10 1.113
9 H 2.624 0.229 -1.347  C8 1.087
10 H 1.826 1.660 -0.928  C8 1.113
11 H -0.340 0.583 -1.634  C7 1.089
12 H 0.270 2.629 0.744  C3 1.089
13 H 2.111 0.872 1.046  C4 1.089
14 H 0.221 -1.276 2.232  C6 1.093
15 H -1.645 -1.485 -0.585  O2 0.968
16 H -0.768 -0.075 0.180  C5 1.120
17 H 1.722 -0.780 0.654  C4 1.102
18 H -2.743 -0.587 -0.690  O2 0.970
19 H 0.926 0.214 -2.937  C7 1.101
20 H -1.058 2.026 -0.179  C3 1.108
21 H 0.134 0.323 3.099  C6 1.088
22 H -1.314 -0.506 2.577  C6 1.096
23 H -1.218 1.984 1.625  C3 1.080
24 H 1.002 -1.834 -1.891  O1 0.964

Need the Löwdin charges? In units of e they are: atom 1 (O): -0.094, atom 2 (O): -0.059, atom 3 (C): -0.043, atom 4 (C): -0.200, atom 5 (C): -0.423, atom 6 (C): -0.070, atom 7 (C): -0.224, atom 8 (C): -0.187, atom 9 (H): 0.101, atom 10 (H): 0.108, atom 11 (H): 0.091, atom 12 (H): 0.069, atom 13 (H): 0.113, atom 14 (H): 0.080, atom 15 (H): 0.004, atom 16 (H): 0.071, atom 17 (H): 0.105, atom 18 (H): 0.045, atom 19 (H): 0.123, atom 20 (H): 0.069, atom 21 (H): 0.080, atom 22 (H): 0.078, atom 23 (H): 0.067, atom 24 (H): 0.098